1.
The following is a quantum chemistry calculation of a molecular structure, C41H28ClMgN9O4S2, from the OMol25 dataset.

XYZ file:
```
86
Properties=species:S:1:pos:R:3:forces:R:3:lowdin_charge:R:1
Mg -0.553 0.381 0.293 0.35 0.41 -0.52 0.616
C 0.374 2.583 3.814 0.01 0.05 -0.04 -0.061
C -0.354 1.799 4.704 0.05 0.03 0.05 -0.044
C -1.413 1.066 4.230 -0.03 -0.01 0.04 0.006
C -1.718 1.073 2.861 -0.12 0.17 0.03 -0.311
N -0.927 1.732 1.980 -0.08 -0.16 0.26 0.074
C 0.051 2.502 2.481 0.09 0.04 0.04 -0.144
N -2.893 0.422 2.523 -0.05 -0.15 0.08 0.191
C -3.242 0.160 1.316 -0.13 0.03 -0.04 -0.282
N -2.518 0.376 0.179 -0.27 -0.06 0.00 0.077
C -3.212 -0.039 -0.896 -0.04 0.03 0.00 -0.289
N -2.838 0.010 -2.138 -0.05 -0.11 -0.09 0.174
C -1.679 0.631 -2.525 -0.14 0.16 0.03 -0.322
C -1.441 0.625 -3.917 0.00 0.01 -0.08 -0.016
C -0.427 1.373 -4.449 0.03 0.03 -0.03 -0.079
C 0.359 2.156 -3.598 -0.05 0.11 0.03 -0.092
C 0.125 2.054 -2.250 0.07 -0.04 -0.11 -0.151
N -0.820 1.276 -1.696 0.08 -0.25 -0.09 0.075
C -4.510 -0.596 -0.447 -0.20 0.12 0.02 -0.104
C -5.561 -1.162 -1.135 0.04 0.03 0.02 -0.008
C -6.651 -1.602 -0.388 -0.01 0.04 0.04 -0.074
C -6.673 -1.472 0.998 0.00 -0.01 -0.04 -0.071
C -5.605 -0.899 1.684 0.04 0.03 -0.03 -0.007
C -4.532 -0.465 0.937 -0.13 0.05 -0.03 -0.105
H 1.182 3.219 4.145 0.03 0.01 -0.01 0.109
H -0.101 1.780 5.755 -0.01 0.00 0.04 0.118
H -2.042 0.477 4.880 -0.02 -0.01 0.01 0.120
H 0.612 3.072 1.754 0.11 0.03 -0.08 0.104
H -2.111 0.041 -4.532 -0.02 0.00 0.02 0.113
H -0.255 1.384 -5.518 -0.04 0.01 -0.05 0.109
H 1.123 2.820 -3.976 0.04 0.00 0.02 0.104
H 0.711 2.635 -1.555 0.22 0.02 0.13 0.099
H -5.525 -1.272 -2.210 -0.01 0.01 -0.04 0.119
H -7.495 -2.054 -0.892 -0.02 -0.02 0.00 0.104
H -7.533 -1.826 1.551 -0.02 -0.02 0.00 0.103
H -5.600 -0.804 2.761 -0.03 0.02 0.05 0.117
O 1.302 -2.257 5.141 1.61 0.62 1.89 0.123
C 2.249 -1.338 5.097 -0.65 -0.59 0.24 -0.515
O 2.972 -1.102 6.032 0.36 0.20 0.16 0.065
C 2.358 -0.579 3.817 0.21 0.04 0.08 -0.050
C 3.311 0.368 3.512 -0.11 -0.04 0.09 -0.559
Cl 4.546 0.966 4.514 -0.05 -0.01 0.05 0.830
N 3.048 0.847 2.265 -0.20 -0.10 0.02 -0.040
N 1.922 0.275 1.774 0.08 -0.11 -0.15 0.137
C 1.525 -0.596 2.682 0.06 0.11 -0.17 -0.118
C 0.320 -1.452 2.409 0.05 0.62 -0.13 -0.498
O 0.090 -2.384 3.183 -1.14 -0.41 -1.35 0.115
O -0.390 -1.129 1.423 0.29 -0.45 0.28 -0.071
C 3.801 1.727 1.435 0.03 0.06 -0.07 -0.175
C 5.164 1.926 1.611 0.06 -0.11 -0.02 -0.042
C 5.850 2.783 0.762 0.00 0.00 -0.01 -0.075
C 5.199 3.430 -0.274 -0.02 -0.01 0.00 -0.091
C 3.844 3.202 -0.464 0.02 0.00 -0.04 -0.079
C 3.151 2.358 0.384 -0.17 0.03 0.00 -0.049
H 0.785 -2.311 4.285 -0.27 -0.32 -0.41 -0.044
H 5.703 1.413 2.388 0.01 -0.02 -0.02 0.062
H 6.909 2.932 0.915 0.05 0.00 0.01 0.107
H 5.740 4.096 -0.930 0.02 0.02 -0.03 0.104
H 3.326 3.680 -1.284 -0.05 0.02 -0.02 0.104
H 2.103 2.158 0.230 -0.04 0.01 -0.03 0.066
S -1.810 -3.278 -3.370 -0.01 0.07 0.05 1.042
C -0.709 -2.352 -2.398 -0.08 -0.18 -0.20 -0.489
N -0.993 -2.236 -1.154 0.23 0.26 -0.03 0.064
C -2.160 -2.920 -0.858 -0.10 -0.11 0.09 -0.311
C -2.725 -3.030 0.413 -0.02 -0.12 0.00 -0.001
C -3.905 -3.729 0.549 0.05 -0.13 -0.02 -0.070
C -4.525 -4.325 -0.556 0.07 0.00 0.03 -0.088
C -3.967 -4.244 -1.816 0.00 0.01 0.01 -0.093
C -2.777 -3.536 -1.954 0.03 -0.05 -0.04 -0.474
H 0.163 -1.897 -2.839 0.11 0.03 -0.02 0.023
H -2.225 -2.572 1.254 0.01 0.01 0.03 0.109
H -4.358 -3.820 1.527 -0.03 0.00 0.02 0.111
H -5.453 -4.863 -0.422 -0.04 -0.02 0.02 0.106
H -4.439 -4.713 -2.668 -0.02 -0.02 -0.02 0.106
S 2.283 -0.672 -1.405 -0.04 -0.10 0.07 0.713
C 3.290 -0.075 -2.593 -0.05 0.19 0.00 -0.756
N 2.826 0.124 -3.865 -0.03 -0.14 0.02 0.049
C 3.561 0.600 -4.900 0.08 0.04 -0.02 -0.083
C 4.863 0.929 -4.719 -0.02 0.00 0.06 -0.066
C 5.412 0.765 -3.422 -0.04 0.01 -0.09 -0.050
C 4.657 0.288 -2.398 0.00 -0.05 0.02 -0.090
H 1.850 -0.110 -4.007 0.08 0.08 0.02 0.117
H 3.048 0.694 -5.845 -0.03 -0.01 -0.01 0.127
H 5.453 1.306 -5.538 0.01 0.01 -0.05 0.104
H 6.446 1.030 -3.249 0.05 0.01 0.03 0.113
H 5.059 0.166 -1.403 0.00 0.00 0.03 0.105
```
Forces are in eV/Å.

Properties
E_HOMO (Eh): -0.29837
Total charge: 0
E_LUMO (eV): -0.7314
Orbital gap (eV): 7.388
Relative energy (zero: lowest compared OMol25 entry of this formula, charge and spin) (kcal per mole): 26.7
M (g mol⁻¹): 834.6


2.
The following is a quantum chemistry calculation of a molecular structure, C41H30BrFeN2OP2S2, from the OMol25 dataset.

XYZ file:
```
80
Properties=species:S:1:pos:R:3:forces:R:3:mulliken_spin:R:1
Fe 0.549 1.531 1.506 -1.39 -0.82 0.41 1.250
Br -4.600 -3.183 2.027 -0.07 0.00 0.02 0.000
C -3.240 -1.889 2.315 -0.15 0.07 -0.20 0.007
C -2.367 -2.102 3.379 0.26 -0.17 -0.18 -0.007
C -1.386 -1.191 3.690 -0.08 0.18 -0.04 0.000
C -1.264 -0.009 2.922 0.16 0.05 -0.30 0.003
O -0.282 0.813 3.121 0.89 -0.14 0.12 -0.034
C -2.264 0.244 1.951 -0.13 -0.14 -0.36 0.054
C -2.312 1.531 1.358 -0.19 0.21 0.41 -0.055
N -1.274 2.300 1.378 0.18 0.35 -0.34 -0.052
C -1.317 3.686 1.157 0.08 -0.15 -0.17 0.023
C -2.430 4.453 0.953 -0.08 0.11 -0.12 -0.002
C -2.304 5.833 0.676 -0.10 -0.14 0.00 -0.001
C -1.084 6.440 0.646 0.09 0.03 0.05 0.000
C 0.082 5.690 0.941 -0.02 0.08 -0.03 -0.001
C 1.382 6.243 0.998 -0.07 0.03 -0.01 0.006
C 2.439 5.451 1.331 0.09 -0.06 0.06 0.000
C 2.218 4.085 1.594 0.03 0.01 -0.02 0.012
N 1.031 3.534 1.519 -0.09 0.23 0.01 0.022
C -0.045 4.319 1.201 0.05 -0.20 0.08 -0.018
C -3.227 -0.726 1.525 -0.59 0.65 4.05 -0.002
H -2.463 -3.007 3.967 -0.01 -0.02 -0.04 0.000
H -0.673 -1.376 4.483 0.00 0.02 0.00 0.001
H -3.252 1.888 0.933 -0.04 -0.04 0.08 -0.005
H -3.414 4.004 0.984 -0.01 0.04 -0.03 0.000
H -3.197 6.410 0.475 0.00 0.00 0.02 0.000
H -0.993 7.495 0.421 0.01 -0.01 0.02 0.000
H 1.522 7.295 0.780 -0.01 0.00 0.02 0.000
H 3.443 5.845 1.398 0.00 0.00 -0.01 -0.001
H 3.034 3.423 1.855 0.02 0.02 -0.03 -0.004
H -4.223 -0.292 1.452 0.04 -0.19 -1.42 0.000
S 0.217 2.117 -1.404 -0.04 -0.03 0.08 -0.043
P -0.382 0.259 -0.970 0.02 -0.41 0.20 -0.025
C 0.178 -0.255 0.587 0.81 0.49 -0.74 -0.093
P 1.813 -0.785 0.711 -0.23 -0.08 0.29 0.002
S 2.665 0.660 1.850 0.09 0.09 0.00 -0.051
C 2.843 -1.027 -0.771 -0.08 0.10 -0.04 0.006
C 3.136 -2.288 -1.279 0.05 0.04 0.01 0.002
C 3.905 -2.412 -2.428 -0.01 -0.02 0.02 0.000
C 4.374 -1.280 -3.076 0.01 0.02 -0.01 0.000
C 4.063 -0.018 -2.586 -0.01 0.01 0.03 -0.001
C 3.297 0.111 -1.439 0.08 -0.08 0.04 0.002
C 1.900 -2.380 1.565 0.14 -0.03 -0.08 -0.006
C 3.130 -2.862 2.011 -0.09 0.02 0.04 -0.002
C 3.207 -4.106 2.613 0.01 0.00 -0.05 -0.001
C 2.057 -4.878 2.761 0.04 -0.01 0.00 0.000
C 0.833 -4.396 2.328 -0.01 0.05 -0.01 0.000
C 0.752 -3.140 1.735 -0.01 -0.06 -0.05 -0.003
C -2.199 0.011 -1.046 0.00 0.06 0.02 0.016
C -2.819 -1.127 -0.426 0.72 -0.42 -4.19 0.004
C -4.039 -1.519 -1.037 -0.06 -0.03 0.61 -0.002
C -4.767 -0.670 -1.848 -0.15 0.13 0.12 0.001
C -4.234 0.553 -2.232 0.20 -0.07 0.09 -0.003
C -2.910 0.840 -1.888 -0.28 0.37 0.25 0.001
C 0.079 -0.898 -2.310 0.11 -0.12 0.13 0.004
C 0.484 -0.427 -3.551 0.00 -0.06 -0.05 -0.003
C 0.804 -1.324 -4.564 -0.06 0.02 0.02 -0.001
C 0.714 -2.690 -4.344 0.00 0.00 -0.01 0.000
C 0.316 -3.166 -3.102 -0.06 0.01 0.02 -0.001
C 0.009 -2.274 -2.087 -0.09 0.06 -0.05 -0.009
H 2.763 -3.174 -0.781 0.03 -0.01 0.00 0.000
H 4.139 -3.395 -2.816 -0.02 0.00 0.00 0.000
H 4.981 -1.380 -3.967 -0.01 0.00 0.00 0.000
H 4.419 0.869 -3.096 -0.01 -0.01 -0.01 0.000
H 3.041 1.090 -1.056 0.04 0.01 0.01 0.001
H 4.019 -2.253 1.889 0.02 -0.03 0.01 -0.002
H 4.162 -4.484 2.954 -0.01 0.01 0.02 0.000
H 2.123 -5.859 3.214 -0.01 0.02 0.02 0.000
H -0.061 -4.996 2.447 0.00 0.02 0.01 0.000
H -0.199 -2.736 1.407 0.01 0.00 0.01 0.003
H -2.120 -1.954 -0.336 -0.12 0.05 1.32 0.003
H -4.451 -2.486 -0.779 0.03 -0.04 -0.10 0.000
H -5.735 -0.978 -2.225 0.00 -0.01 0.05 0.000
H -4.802 1.233 -2.854 0.05 -0.03 -0.08 0.000
H -2.413 1.713 -2.299 -0.04 0.02 0.02 0.000
H 0.554 0.641 -3.716 0.03 0.00 0.01 0.001
H 1.120 -0.950 -5.530 0.02 0.00 0.01 0.000
H 0.963 -3.386 -5.136 -0.01 0.01 0.00 0.000
H 0.248 -4.232 -2.923 0.03 0.01 0.01 0.000
H -0.268 -2.649 -1.108 0.02 -0.03 -0.02 0.004
```
Forces are in eV/Å.

Properties
E_HOMO (spin up / spin down) (Eh): -0.26231 / -0.26227
Total charge: 0
2S+1: 2
E_LUMO (spin up / spin down) (eV): -1.1999 / -1.1820
Orbital gap (spin up / spin down) (eV): 5.938 / 5.955
Relative energy (zero: lowest compared OMol25 entry of this formula, charge and spin) (kcal per mole): 0.0
M (g mol⁻¹): 828.5
Expectation value of S²: 1.033